1.
Density functional theory data (wB97M-V/def2-TZVPD) for a cluster of 2 separate species, CFO3 in total in a non-equilibrium geometry.

Values from the calculation:
LUMO: 3.6 eV
Max |F|: 0.06363 hartree/bohr
Energy: -363.6172 hartree
HOMO energy: -2.110 eV
Total charge: -1
Gap between HOMO and LUMO: 0.2092 Eh

Each line ends with the natural charge from an NBO analysis.
CARTESIAN COORDINATES (ANGSTROEM)
C -1.184 -0.225 0.167  1.052
O -1.257 0.553 1.023  -0.533
O -1.359 -0.895 -0.757  -0.532
O 2.289 0.034 -0.736  -0.648
F 1.511 0.533 0.304  -0.339



2.
Density functional theory data (wB97M-V/def2-TZVPD) for the molecule C3H4S in a non-equilibrium geometry.

Values from the calculation:
LUMO: -1.4 eV
Max |F|: 0.15393 hartree/bohr
Energy: -514.7907 hartree
HOMO energy: -8.620 eV
SMILES string: C=CC=S
Gap between HOMO and LUMO: 0.2640 Eh

Each line ends with the natural charge from an NBO analysis.
CARTESIAN COORDINATES (ANGSTROEM)
C -0.772 -0.948 -0.122  -0.217
C -0.522 0.399 0.004  -0.350
C 0.804 0.755 -0.140  -0.220
S 2.188 -0.394 -0.013  -0.117
H -1.848 -1.245 0.154  0.207
H 0.085 -1.527 -0.046  0.224
H -1.271 1.159 0.208  0.228
H 1.337 1.801 -0.045  0.245



3.
Density functional theory data (wB97M-V/def2-TZVPD) for a cluster of 2 separate species, C12H7N6O8 in total in a non-equilibrium geometry.

Values from the calculation:
LUMO: 0.5 eV
Max |F|: 0.05983 hartree/bohr
Energy: -1391.5662 hartree
HOMO energy: -4.089 eV
Total charge: -1
Gap between HOMO and LUMO: 0.1690 Eh

Each line ends with the natural charge from an NBO analysis.
CARTESIAN COORDINATES (ANGSTROEM)
O -0.779 -3.229 2.194  -0.383
N -0.143 -2.695 3.131  0.494
O 0.273 -3.339 4.121  -0.413
C 0.127 -1.290 3.071  0.086
C 1.078 -0.724 3.947  -0.268
C 1.421 0.624 3.798  -0.222
C 0.808 1.417 2.824  -0.192
C -0.197 0.871 1.958  -0.037
C -0.788 1.691 0.954  -0.273
N -1.839 1.286 0.175  0.444
O -2.151 1.943 -0.872  -0.566
O -2.526 0.281 0.518  -0.541
C -0.514 -0.508 2.092  -0.245
H 1.541 -1.365 4.697  0.231
H 2.176 1.059 4.455  0.207
H 1.068 2.470 2.681  0.205
H -0.413 2.696 0.774  0.202
H -1.271 -0.930 1.436  0.287
O 2.659 0.905 -0.903  -0.370
N 2.466 1.039 -2.139  0.502
C 1.258 0.525 -2.705  -0.064
C 0.359 -0.179 -1.895  -0.044
C -0.798 -0.564 -2.539  -0.048
N -1.852 -1.354 -2.096  0.451
O -2.067 -1.957 -1.070  -0.269
O -2.778 -1.434 -3.197  -0.156
N -2.289 -0.731 -4.310  -0.124
C -1.080 -0.233 -3.915  0.291
N -0.208 0.440 -4.670  -0.412
C 0.937 0.788 -4.080  0.111
O 3.295 1.604 -2.888  -0.397
H 0.555 -0.433 -0.860  0.287
H 1.673 1.325 -4.686  0.227



4.
Density functional theory data (wB97M-V/def2-TZVPD) for the molecule C18H15BF3NO4 in a non-equilibrium geometry.

Values from the calculation:
LUMO: 0.3 eV
Max |F|: 0.04436 hartree/bohr
Energy: -1375.1842 hartree
HOMO energy: -8.282 eV
SMILES string: O=C(Cc1cc(F)c(F)c(F)c1)N[C@@H](Cc1coc2ccccc12)B(O)O
Gap between HOMO and LUMO: 0.3138 Eh

Each line ends with the natural charge from an NBO analysis.
CARTESIAN COORDINATES (ANGSTROEM)
O 1.576 -1.309 0.202  -0.660
C 1.149 -1.807 -0.831  0.707
C 2.192 -2.312 -1.796  -0.507
C 2.990 -1.161 -2.382  0.004
C 2.948 -0.851 -3.730  -0.277
C 3.575 0.289 -4.217  0.355
F 3.520 0.591 -5.503  -0.291
C 4.269 1.123 -3.334  0.257
F 4.765 2.299 -3.765  -0.293
C 4.235 0.860 -1.980  0.361
F 4.673 1.836 -1.093  -0.311
C 3.656 -0.298 -1.513  -0.283
N -0.219 -1.817 -1.191  -0.611
C -1.243 -1.122 -0.404  -0.394
C -1.196 -1.517 1.040  -0.431
C -2.223 -0.867 1.923  -0.128
C -3.264 -1.509 2.529  0.136
O -3.989 -0.749 3.398  -0.419
C -3.406 0.519 3.373  0.267
C -3.751 1.698 4.054  -0.255
C -2.971 2.783 3.833  -0.212
C -1.910 2.814 2.907  -0.215
C -1.575 1.670 2.201  -0.237
C -2.308 0.474 2.455  -0.048
B -1.150 0.449 -0.556  1.110
O 0.039 1.050 -0.262  -0.918
O -2.180 1.237 -0.945  -0.876
H 2.856 -2.968 -1.249  0.253
H 1.711 -2.910 -2.576  0.216
H 2.345 -1.424 -4.415  0.227
H 3.581 -0.420 -0.448  0.262
H -0.527 -2.067 -2.140  0.412
H -2.208 -1.337 -0.858  0.227
H -0.211 -1.343 1.434  0.252
H -1.342 -2.604 1.099  0.214
H -3.441 -2.576 2.378  0.200
H -4.488 1.682 4.819  0.225
H -3.195 3.662 4.428  0.212
H -1.328 3.729 2.748  0.215
H -0.752 1.728 1.494  0.243
H 0.687 0.319 -0.090  0.512
H -1.890 2.159 -1.037  0.500



5.
Density functional theory data (wB97M-V/def2-TZVPD) for a cluster of 2 separate species, C3H2FP in total in a non-equilibrium geometry.

Values from the calculation:
LUMO: 0.1 eV
Max |F|: 0.05076 hartree/bohr
Energy: -556.5421 hartree
HOMO energy: -9.931 eV
SMILES string: C#CF.C#P
Gap between HOMO and LUMO: 0.3702 Eh

Each line ends with the natural charge from an NBO analysis.
CARTESIAN COORDINATES (ANGSTROEM)
C 0.028 -0.903 -1.530  -0.409
C 1.033 -1.048 -2.164  0.417
F 2.112 -1.311 -2.781  -0.257
H -0.941 -0.817 -1.190  0.240
C -1.616 -2.236 0.634  -0.756
P -1.482 -0.975 1.519  0.554
H -1.768 -3.234 0.362  0.211



6.
Density functional theory data (wB97M-V/def2-TZVPD) for a structure of composition C43H38BrClN4P2PdS2 in a non-equilibrium geometry.

Values from the calculation:
LUMO: 0.1 eV
Max |F|: 0.06634 hartree/bohr
Energy: -6521.3973 hartree
HOMO energy: -6.104 eV
Gap between HOMO and LUMO: 0.2281 Eh

Each line ends with the Löwdin charge.
CARTESIAN COORDINATES (ANGSTROEM)
Pd 1.572 0.382 -0.155  0.385
C 6.505 2.680 -2.571  -0.099
C 6.174 1.930 -1.331  -0.588
N 5.032 1.195 -1.228  0.100
C 5.013 0.455 -0.072  -0.358
C 6.018 0.800 0.787  -0.394
S 7.154 1.864 0.141  1.040
C 4.216 -0.738 -0.013  -0.202
C 4.720 -1.977 0.670  -0.239
S 3.010 -4.199 0.869  1.015
C 1.712 -3.123 0.146  -0.610
N 3.091 -0.958 -0.674  0.020
C 0.772 -4.075 -0.641  -0.097
H 5.626 2.552 -3.276  0.098
H 7.410 2.282 -3.068  0.079
H 6.610 3.760 -2.289  0.085
H 6.154 0.357 1.755  0.074
H 5.812 -1.958 0.650  0.137
H 1.265 -5.071 -0.738  0.062
H 0.600 -3.666 -1.667  0.065
H -0.184 -4.226 -0.075  0.089
Br -0.600 3.550 2.984  0.808
C -1.225 3.953 1.272  -0.764
C -1.868 5.171 1.071  -0.123
C -2.344 5.443 -0.193  -0.067
C -2.258 4.445 -1.178  -0.076
C -1.656 3.251 -0.877  -0.158
N -1.135 2.999 0.357  0.047
H -1.928 5.911 1.861  0.099
H -2.849 6.388 -0.385  0.110
H -2.743 4.558 -2.164  0.113
H -1.613 2.373 -1.540  0.084
C -1.212 -1.656 -0.434  -0.485
P -0.031 -0.895 0.858  0.897
C -1.111 -0.922 2.298  -0.384
C -1.304 -2.091 3.026  -0.111
C -2.099 -2.102 4.175  -0.078
C -2.685 -0.917 4.632  -0.083
C -2.612 0.252 3.843  -0.083
C -1.834 0.225 2.694  -0.125
C 1.167 -2.216 1.188  -0.383
C 1.771 -1.963 2.405  -0.146
C 3.187 -1.962 2.775  -0.135
C 4.346 -2.201 2.129  -0.122
C 4.043 -3.097 -0.125  -0.424
C 2.835 -2.440 -0.763  -0.267
P -2.478 -0.669 -1.436  1.016
C -3.978 -0.469 -0.442  -0.419
C -4.714 -1.592 0.048  -0.083
C -6.023 -1.457 0.515  -0.078
C -6.619 -0.185 0.497  -0.082
C -5.847 0.926 0.132  -0.087
C -4.523 0.795 -0.284  -0.116
C -3.014 -1.942 -2.590  -0.394
C -2.124 -2.885 -3.153  -0.085
C -2.587 -3.803 -4.076  -0.105
C -3.861 -3.754 -4.569  -0.096
C -4.747 -2.774 -4.082  -0.081
C -4.318 -1.886 -3.113  -0.109
H -1.719 -2.556 -0.015  0.051
H -0.526 -2.024 -1.246  0.002
H -0.838 -2.997 2.690  0.098
H -2.250 -3.032 4.703  0.097
H -3.277 -0.934 5.544  0.097
H -3.175 1.180 4.086  0.111
H -1.787 1.044 1.993  0.045
H 1.160 -1.531 3.234  0.103
H 3.287 -1.616 3.799  0.097
H 5.193 -2.655 2.664  0.115
H 4.662 -3.648 -0.817  0.109
H 2.647 -2.704 -1.832  0.152
H -4.273 -2.592 0.000  0.109
H -6.551 -2.290 0.940  0.095
H -7.685 -0.072 0.670  0.099
H -6.265 1.931 0.222  0.102
H -3.910 1.657 -0.571  0.081
H -1.098 -2.870 -2.805  0.068
H -1.899 -4.566 -4.396  0.101
H -4.174 -4.439 -5.347  0.100
H -5.767 -2.717 -4.470  0.104
H -4.991 -1.067 -2.744  0.119
Cl 3.103 4.695 2.672  0.681
C 2.690 4.228 1.074  -0.680
C 2.561 5.125 0.030  -0.088
C 2.147 4.677 -1.240  -0.041
C 1.885 3.304 -1.395  -0.113
N 1.971 2.451 -0.335  -0.079
C 2.325 2.889 0.869  -0.215
H 2.801 6.165 0.213  0.105
H 2.070 5.302 -2.098  0.092
H 1.658 2.874 -2.350  0.102
H 2.329 2.160 1.683  0.096



7.
Density functional theory data (wB97M-V/def2-TZVPD) for the molecule C4H6ClF2N in a non-equilibrium geometry.

Values from the calculation:
LUMO: 0.9 eV
Max |F|: 0.04404 hartree/bohr
Energy: -870.6436 hartree
HOMO energy: -9.013 eV
SMILES string: N[C@@H]1[C@@H](F)[C@]1(Cl)CF
Gap between HOMO and LUMO: 0.3635 Eh

Each line ends with the natural charge from an NBO analysis.
CARTESIAN COORDINATES (ANGSTROEM)
N -1.870 1.089 1.069  -0.830
C -0.534 0.965 0.618  -0.084
C 0.020 0.925 -0.763  0.182
F 1.115 1.652 -1.045  -0.322
C 0.170 -0.323 0.121  -0.154
Cl 1.850 -0.703 0.524  -0.007
C -0.646 -1.539 -0.226  0.043
F -1.829 -1.155 -0.838  -0.369
H -2.592 0.568 0.591  0.387
H -1.939 1.034 2.087  0.379
H 0.144 1.519 1.300  0.228
H -0.698 0.852 -1.602  0.187
H -0.819 -2.182 0.649  0.180
H -0.085 -2.099 -0.976  0.180